[1]
Here is a cluster of 2 separate species, C2H2O6S in total at a distorted geometry from the OMol25 dataset. Energies are from ωB97M-V/def2-TZVPD.

The geometry in XYZ format:
```
11
Properties=species:S:1:pos:R:3:nbo_charge:R:1
S -2.995 -0.191 -0.401 1.1396
O 1.581 -1.009 0.560 -0.7850
O 2.462 0.747 -0.559 -0.8097
O 3.691 -1.016 -0.130 -0.8400
O -1.048 1.502 -0.370 -0.8092
O -2.486 0.472 0.992 -0.7285
O -3.332 -1.630 -0.251 -1.0342
C -1.344 0.246 0.173 -0.0527
C 2.638 -0.354 -0.123 0.9445
H -0.151 1.529 -0.759 0.4971
H 0.982 -0.297 0.869 0.4781
```

Computed properties:
* frontier orbital gap: 0.2063 Ha
* total charge: -2
* LUMO energy: 5.66 eV

---

[2]
Here is a structure of composition C2H2OS2 at a distorted geometry from the OMol25 dataset. Energies are from ωB97M-V/def2-TZVPD.

The geometry in XYZ format:
```
7
Properties=species:S:1:pos:R:3:nbo_charge:R:1
S 0.016 -1.787 0.150 0.2530
S 1.774 -0.873 0.854 0.1437
O -1.854 0.304 -0.617 -0.7306
C -0.277 -0.131 0.093 0.0298
C 0.785 0.615 0.357 -0.4160
H 1.038 1.630 0.655 0.2628
H -1.482 0.244 -1.491 0.4573
```

Computed properties:
* frontier orbital gap: 0.3395 Ha
* LUMO energy: -0.29 eV

---

[3]
Here is a cluster of 2 separate species, C2H2OS2 in total at a distorted geometry from the OMol25 dataset. Energies are from ωB97M-V/def2-TZVPD.

The geometry in XYZ format:
```
7
Properties=species:S:1:pos:R:3:nbo_charge:R:1
S -2.900 0.768 1.040 0.2967
S -1.476 3.408 0.893 0.3733
O -2.353 2.243 1.504 -0.6699
C 0.680 -0.112 0.413 -0.2428
C 0.142 0.192 -0.598 -0.2301
H 1.131 -0.484 1.276 0.2292
H -0.458 0.468 -1.456 0.2436
```

Computed properties:
* frontier orbital gap (spin up / spin down): 0.2332 / 0.2323 Ha
* LUMO energy (spin up / spin down): -2.83 / -2.86 eV

---

[4]
Here is an isolated molecule of C2H2OS3 at a distorted geometry from the OMol25 dataset. Energies are from ωB97M-V/def2-TZVPD.

The geometry in XYZ format:
```
8
Properties=species:S:1:pos:R:3:nbo_charge:R:1
S 2.142 -0.452 -0.038 0.1696
S -2.184 0.238 -0.032 0.0499
S 0.617 2.071 -0.037 0.0834
O -0.466 -1.695 -0.058 -0.5383
C -0.573 -0.486 -0.024 0.3362
C 0.658 0.437 -0.029 -0.4180
H -1.725 1.494 0.047 0.1532
H 1.531 -1.608 0.171 0.1639
```

Computed properties:
* frontier orbital gap: 0.2864 Ha
* LUMO energy: -1.63 eV
* SMILES: O=C(S)C(=S)S

---

Energy above the lowest of the compared OMol25 structures with the same formula, charge and spin values (in eV) by entry order: 0.740; 2.674; 5.639; 0.016.